ORCA calculation (wB97M-V/def2-TZVPD) on one molecule with the formula C4H8O3.

Atoms and positions in Å:
C -2.2760 0.2028 0.2833
C -1.2322 -0.5990 -0.4666
O -0.1756 0.3023 -0.8556
C 1.0447 -0.1917 -0.5864
O 1.4085 -1.3079 -0.8666
C 1.8781 0.7602 0.2416
O 2.8972 0.0822 0.9153
H -1.7794 0.8965 0.9695
H -2.9175 0.7848 -0.3831
H -2.8990 -0.4761 0.8724
H -1.6297 -1.1123 -1.3446
H -0.7820 -1.3536 0.1839
H 2.2636 1.5599 -0.4067
H 1.1992 1.2284 0.9648
H 3.0000 -0.7768 0.4788

Values from the calculation:
frontier orbital gap = 11.39 eV
LUMO energy = 0.84 eV
SMILES = CCOC(=O)CO

ORCA calculation (wB97M-V/def2-TZVPD) on C22H46N2O2SSi4TeW as an isolated structure.

Atoms and positions in Å:
W -0.6737 1.2033 -2.7439
C -4.2440 2.1479 -1.0609
C -3.2477 1.3822 -1.8789
O -2.1156 2.0597 -2.1986
C -3.4604 0.0576 -2.3316
C -4.7076 -0.5727 -2.0365
C -5.0009 -1.8493 -2.4394
C -4.0883 -2.5906 -3.1859
C -2.8741 -2.0223 -3.5230
C -2.5512 -0.7361 -3.1228
O -1.3187 -0.2516 -3.4709
H -3.8178 3.1099 -0.7751
H -4.5199 1.6022 -0.1579
H -5.1516 2.3427 -1.6348
H -5.4344 -0.0114 -1.4743
H -5.9555 -2.2778 -2.1802
H -4.3221 -3.5930 -3.4983
H -2.1480 -2.5617 -4.1138
C 3.1461 3.4181 -2.1171
N 1.8071 2.8454 -2.0349
C 0.7990 3.8061 -1.6023
C 1.3431 1.8075 -2.8548
S 0.0227 2.5778 -4.4206
N 2.3303 1.0040 -3.4465
C 1.8972 -0.3722 -3.6615
C 3.0753 1.5159 -4.6002
H 3.3646 3.8982 -1.1638
H 3.2402 4.1649 -2.9078
H 3.8627 2.6168 -2.2804
H 1.1055 4.2503 -0.6533
H -0.2013 3.3095 -1.4547
H 0.6595 4.6115 -2.3384
H 1.8957 -0.9281 -2.7116
H 2.6023 -0.8643 -4.3306
H 0.8859 -0.4489 -4.1600
H 3.1654 2.5951 -4.5451
H 2.5484 1.2736 -5.5316
H 4.0674 1.0649 -4.6143
C 3.0958 -1.5387 3.8104
Si 2.9482 -0.8108 2.0601
C 3.7085 -1.9987 0.7684
C 3.8222 0.8900 2.0012
Si 0.5508 -0.4312 1.7484
Te -0.0492 0.3735 -0.5619
Si -0.6276 -2.9364 1.7946
C 0.1934 -3.7465 0.2863
C -0.2705 -3.7689 3.4556
C -2.4425 -2.4249 1.5504
Si -0.6385 0.8364 3.4478
C 0.3116 2.4912 3.5958
C -0.5860 -0.1468 5.0799
C -2.4454 1.1500 2.8902
H 4.1322 -1.7567 4.0491
H 2.5383 -2.4592 3.9229
H 2.7369 -0.8437 4.5592
H 4.7928 -1.9324 0.7759
H 3.3760 -1.7691 -0.2378
H 3.4548 -3.0314 0.9782
H 4.9011 0.7721 2.0606
H 3.5254 1.5152 2.8366
H 3.6036 1.4304 1.0863
H 1.2430 -3.9452 0.4698
H 0.1215 -3.1009 -0.5844
H -0.2789 -4.6927 0.0381
H 0.7677 -4.0661 3.5461
H -0.8696 -4.6704 3.5574
H -0.5073 -3.1269 4.2954
H -2.5266 -1.6322 0.8116
H -2.8707 -2.0665 2.4801
H -3.0510 -3.2599 1.2134
H 1.2983 2.3402 4.0208
H -0.2102 3.1962 4.2377
H 0.4367 2.9619 2.6253
H 0.3451 -0.6901 5.1863
H -1.3985 -0.8604 5.1537
H -0.6742 0.5165 5.9349
H -2.4728 1.4057 1.8341
H -2.9016 1.9673 3.4413
H -3.0690 0.2753 3.0367

Values from the calculation:
2S+1 = 3
frontier orbital gap (spin up / spin down) = 5.69 / 4.45 eV
expectation value of S² = 2.049
LUMO energy (spin up / spin down) = -6.71 / -8.84 eV
total charge = +2

ORCA calculation (wB97M-V/def2-TZVPD) on C48H44O16 as an isolated structure.

Atoms and positions in Å:
C -5.8483 -3.2574 -2.9952
C -4.7383 -2.5394 -3.6572
C -3.7313 -2.2644 -2.6572
O -4.2453 -3.4594 -4.5202
H -6.4823 -3.6684 -3.6702
H -6.3193 -2.8434 -2.2822
H -5.2333 -4.1134 -2.4942
H -5.2893 -1.6344 -4.0962
H -3.9133 -1.3854 -2.2752
H -2.8013 -1.8274 -2.7492
H -3.5753 -3.1314 -1.6772
H -3.6853 -3.1164 -5.2292
C 1.8227 -1.3564 2.5098
C 2.9947 -0.9544 1.5538
C 4.3097 -1.5764 2.0918
O 2.7957 -1.7334 0.3538
H 1.9757 -2.3864 2.9858
H 0.8477 -1.5104 1.8808
H 1.5967 -0.4564 3.2608
H 3.0257 -0.0044 1.3928
H 4.2027 -2.6144 1.9758
H 4.6587 -1.4324 3.0748
H 5.1457 -1.3244 1.4398
H 3.5957 -1.6604 -0.3202
C 1.6087 -3.0924 1.1088
C 0.3707 -2.2644 0.6338
C -1.0423 -2.8724 0.9438
O -2.1383 -2.4924 0.6928
C -1.0303 -4.2234 1.6618
C 0.2597 -4.9714 1.9808
C 1.5427 -4.3314 1.7888
O 2.5507 -4.9044 2.1328
H 2.4367 -2.6164 0.8538
H 0.3597 -1.2894 -0.0952
H -1.9123 -4.7314 1.8878
H 0.1387 -5.8644 2.5818
C 2.3247 -3.8514 -2.1052
C 2.6437 -2.3724 -2.4322
C 4.0017 -1.7084 -2.0622
O 4.3267 -0.5604 -2.3862
C 4.7217 -2.6254 -1.2002
C 4.4057 -4.0434 -0.8182
C 3.2087 -4.6994 -1.3362
O 3.0677 -5.8404 -0.9462
H 1.4457 -4.0894 -2.8152
H 2.0347 -1.8434 -3.0632
H 5.7287 -2.3104 -0.8412
H 4.9187 -4.6214 0.0088
C 0.2937 5.3586 3.5048
C 0.4957 6.8926 3.3648
C 0.2687 7.5006 1.9198
O 0.3947 8.7286 1.6978
C 0.0657 6.5736 0.8838
C 0.1627 5.0926 1.0108
C 0.3407 4.5716 2.4198
O 0.3117 3.3216 2.5418
H 0.4137 4.9716 4.5368
H 0.8007 7.6866 4.2168
H -0.2123 6.8396 -0.1202
H -0.1993 4.4406 0.0838
C 4.1267 3.2566 1.9458
C 3.9977 2.4966 3.3048
C 5.2687 1.8726 3.9568
O 5.1327 1.2476 5.0358
C 6.4697 1.8926 3.1688
C 6.5647 2.5516 1.9068
C 5.3727 3.1666 1.2248
O 5.6607 3.6506 0.1058
H 3.2517 3.7906 1.6068
H 2.8857 2.3086 3.6788
H 7.5667 1.7436 3.6088
H 7.5697 2.8326 1.3588
C -6.9743 0.2096 2.1208
C -5.5733 0.8136 2.1658
C -4.4963 0.0346 1.3818
O -3.4133 0.3936 1.1128
C -4.8413 -1.3974 1.0508
C -6.1293 -1.9344 1.0808
C -7.1873 -1.2004 1.7958
O -8.3553 -1.7064 1.7718
H -7.8213 0.7396 2.6938
H -5.5633 1.8666 2.3398
H -4.0153 -1.8294 0.6048
H -6.4843 -2.8654 0.6468
C 0.6387 -0.2464 -2.4832
C 1.4557 0.9476 -2.1112
C 1.2387 1.5836 -0.7172
O 1.7707 2.6566 -0.3132
C 0.3597 0.8996 0.2988
C -0.5243 -0.1784 -0.2612
C -0.4053 -0.7714 -1.6312
O -1.0143 -1.8444 -1.9192
H 0.9047 -0.9234 -3.5012
H 2.1047 1.4956 -2.8492
H 0.2127 1.2236 1.3218
H -1.0493 -0.7344 0.5138
C -1.6873 2.7066 -4.7852
C -1.9673 3.9796 -4.1032
C -2.7503 4.0516 -2.7822
O -3.1353 5.0896 -2.2172
C -3.1753 2.7526 -2.3302
C -2.7833 1.5086 -2.8742
C -2.0453 1.3236 -4.1402
O -1.7513 0.3326 -4.6962
H -1.2083 2.6896 -5.9112
H -1.6513 4.8706 -4.5702
H -3.8863 2.7316 -1.3942
H -2.8813 0.4146 -2.3432

Values from the calculation:
frontier orbital gap = 5.17 eV
LUMO energy = -2.98 eV

Going through the records in order, we get relative energy (zero: lowest compared OMol25 entry of this formula, charge and spin) values of 115.2, 436.3, 569.1 kJ/mol.
Going through the records in order, we get E_tot values of -382.92095, -3016.56633, -3057.95136 Eh.